A structure of composition C13H28BCrNO6 at a distorted geometry. Source: OMol25; level of theory: ωB97M-V/def2-TZVPD.

Calculated values
E_LUMO (alpha / beta) = 0.21 / 0.19 eV
E_HOMO (alpha / beta) = -6.65 / -7.86 eV
<S²> = 6.03
spin multiplicity = 5
ΔE to the lowest compared entry with this formula, charge and spin = 10.5 kcal/mol

```
50
Properties=species:S:1:pos:R:3:forces:R:3:nbo_charge:R:1
Cr 0.17716 -0.26103 0.30600 -0.2 0.0 -1.2 1.083
C 2.26332 -0.38306 -2.17176 0.0 -0.1 -0.1 -0.257
O 2.17457 -0.08336 -0.77989 0.3 0.0 -0.3 -0.572
C 2.70068 1.18589 -0.41070 0.1 0.0 -0.1 -0.093
C 1.70290 2.25814 -0.74120 -0.1 -0.1 0.0 -0.088
O 0.53424 1.89676 -0.02175 -0.4 0.0 0.0 -0.557
C -0.57473 2.77761 -0.19522 0.2 0.0 0.0 -0.245
H 3.28789 -0.25142 -2.52608 0.0 0.0 0.0 0.180
H 1.59611 0.24627 -2.76838 0.0 0.0 0.0 0.166
H 1.96421 -1.42088 -2.29124 0.0 0.0 0.1 0.230
H 3.65189 1.38624 -0.90655 0.1 -0.1 0.0 0.191
H 2.84930 1.15341 0.66842 0.0 -0.1 0.0 0.225
H 1.49281 2.28558 -1.81359 -0.1 0.1 -0.1 0.178
H 2.05369 3.24125 -0.43200 0.0 0.2 0.1 0.193
H -0.27445 3.79930 0.03398 0.0 0.1 0.0 0.185
H -1.34544 2.46369 0.50140 0.0 0.0 0.1 0.218
H -0.94798 2.73130 -1.22034 0.0 0.0 0.0 0.178
N -2.41078 0.00266 -0.20306 0.1 -0.3 0.1 -0.877
C -3.13353 -1.29315 -0.29175 0.2 0.2 0.1 -0.201
C -2.37952 -2.39351 0.45291 0.0 0.2 0.0 -0.526
C -1.14686 -2.78603 -0.34468 0.4 0.4 0.4 0.789
O -1.23021 -3.62923 -1.21402 0.1 -0.1 -0.2 -0.648
O -0.05781 -2.12263 -0.03708 -0.2 -0.6 -0.4 -0.838
H -2.46888 0.35238 0.75071 0.0 0.0 0.0 0.380
H -2.85640 0.68782 -0.79739 -0.1 0.1 -0.1 0.365
H -3.21375 -1.56813 -1.34124 0.0 0.0 -0.1 0.202
H -4.14278 -1.21011 0.10521 -0.2 0.0 0.1 0.175
H -3.01497 -3.26919 0.56393 -0.1 0.0 0.0 0.230
H -2.08522 -2.02436 1.43716 0.0 0.0 0.1 0.215
C 0.54357 -0.41211 5.37268 0.0 -0.1 0.0 -0.630
C 0.80220 0.77214 4.45111 -0.1 -0.1 -0.1 0.226
C 1.92883 1.62116 5.00887 0.1 0.1 0.0 -0.622
O 1.20124 0.23492 3.16844 -0.2 0.2 0.1 -0.754
B 0.09909 0.20820 2.30656 0.0 0.4 1.5 0.525
O -0.97501 0.87920 2.92544 0.1 0.0 0.1 -0.775
C -0.49216 1.56451 4.10674 0.1 -0.1 -0.1 0.251
C -1.55929 1.53682 5.18010 -0.1 0.0 0.1 -0.628
C -0.21082 3.00681 3.69646 0.0 0.0 -0.1 -0.636
H 1.44181 -1.03131 5.39686 0.0 0.0 0.0 0.222
H -0.27938 -1.02716 4.99783 0.1 0.1 0.0 0.218
H 0.31425 -0.08669 6.39127 0.0 0.0 -0.1 0.206
H 2.78240 0.98067 5.23946 0.0 0.0 0.0 0.220
H 1.61257 2.11897 5.93284 0.1 0.0 -0.1 0.207
H 2.25423 2.37861 4.29344 0.0 -0.1 0.1 0.213
H -1.88393 0.51700 5.39264 0.0 0.1 0.0 0.223
H -2.42836 2.11061 4.84610 0.1 0.0 0.0 0.214
H -1.18282 1.98830 6.10450 -0.1 0.0 -0.1 0.208
H 0.56448 3.03725 2.92479 0.0 0.0 0.1 0.208
H 0.10191 3.62308 4.54341 0.0 0.0 -0.1 0.212
H -1.12706 3.42981 3.27597 0.1 0.0 0.0 0.212
```
Positions in Å, forces in eV/Å.